Formula: C44H33IrNP2S3Te
Source: the Open Molecules 2025 dataset
Level of theory: ωB97M-V/def2-TZVPD

Computed properties:
**Multiplicity**: 6
**Kohn-Sham gap (spin up / spin down)**: 4.959 / 5.300 eV
**HOMO (spin up / spin down)**: -4.6 / -7.5 eV
**Electronic energy**: -4000.797089 a.u.

XYZ file:
```
85
Properties=species:S:1:pos:R:3:forces:R:3
Ir 0.351608 -1.089086 -0.827248 0.082 -0.068 0.329
S -0.086085 1.378845 -2.027687 0.220 -0.629 0.019
P -0.670217 1.445390 -0.120000 -0.642 -0.039 -0.042
C 0.330185 0.251996 0.718905 0.221 0.737 -0.329
P 1.404698 0.488849 2.096138 0.303 -0.464 0.650
S 3.176148 -0.401274 1.869626 -0.158 -0.127 -0.090
C 0.601441 -0.187998 3.589436 -0.148 0.134 -0.128
C 1.313694 -0.976745 4.485866 -0.082 0.106 -0.076
C 0.688432 -1.463898 5.624390 0.027 0.023 -0.010
C -0.643764 -1.163142 5.867457 0.037 -0.003 0.073
C -1.357313 -0.379978 4.971239 -0.116 0.066 -0.001
C -0.738374 0.106707 3.831748 0.102 -0.064 -0.053
C 1.732974 2.222352 2.525398 -0.179 -0.050 -0.151
C 1.470874 2.731879 3.792191 -0.080 -0.070 -0.071
C 1.880332 4.016668 4.114809 0.026 0.072 0.086
C 2.553587 4.789901 3.182784 -0.012 0.020 0.035
C 2.819385 4.279837 1.919289 0.004 0.031 -0.120
C 2.411359 2.999932 1.591052 -0.055 -0.026 -0.082
C -0.866850 3.171572 0.414443 0.292 -0.146 0.096
C -1.539234 3.467742 1.597018 0.071 -0.007 -0.020
C -1.722114 4.787820 1.971770 -0.045 -0.038 0.098
C -1.250842 5.811169 1.160388 0.000 0.054 -0.019
C -0.604327 5.517396 -0.030191 0.014 0.075 0.027
C -0.402532 4.197205 -0.400787 0.001 -0.047 0.035
C -2.392951 0.853692 -0.076138 0.214 -0.030 0.059
C -2.766811 -0.326694 0.554281 0.033 0.099 0.089
C -4.078560 -0.770605 0.450408 -0.060 -0.025 0.065
C -5.004066 -0.041027 -0.278077 -0.028 -0.039 -0.009
C -4.627010 1.136766 -0.912809 0.026 0.058 0.004
C -3.322339 1.585907 -0.812868 -0.044 -0.067 0.064
H 2.346217 -1.211403 4.269143 0.061 -0.032 0.043
H 1.248518 -2.074846 6.320145 -0.027 -0.014 0.010
H -1.126829 -1.533570 6.762519 -0.011 -0.027 -0.021
H -2.396945 -0.148323 5.164602 -0.004 -0.011 -0.027
H -1.292384 0.706657 3.117503 -0.050 -0.036 0.044
H 0.959422 2.125430 4.527776 0.011 0.032 0.017
H 1.687246 4.406368 5.106245 -0.018 0.008 -0.016
H 2.880734 5.788515 3.442795 -0.004 -0.005 -0.002
H 3.356308 4.875624 1.192332 -0.023 0.008 0.000
H 2.631543 2.586278 0.611207 0.042 0.062 0.009
H -1.931445 2.663621 2.209700 -0.018 0.060 0.029
H -2.244825 5.021546 2.890417 0.018 -0.008 0.004
H -1.397960 6.842641 1.454616 -0.016 -0.009 -0.005
H -0.258432 6.316795 -0.672951 0.016 -0.009 0.016
H 0.097089 3.956123 -1.330364 0.034 -0.001 0.012
H -2.038245 -0.898908 1.117371 -0.042 -0.024 -0.028
H -4.373052 -1.690552 0.938892 0.017 -0.009 -0.009
H -6.024670 -0.392484 -0.359628 0.005 -0.008 -0.005
H -5.348408 1.699882 -1.490389 -0.005 -0.004 0.004
H -3.010782 2.492941 -1.317159 -0.047 0.010 -0.021
C -0.673152 -3.904551 2.293361 0.051 0.014 0.028
C -1.522681 -4.745743 1.573936 0.035 0.006 0.022
C -1.661961 -4.613077 0.207778 0.001 -0.013 -0.154
C -0.956712 -3.617855 -0.491799 0.108 -0.034 0.295
C -0.189483 -2.687742 0.266339 0.007 0.332 -0.728
C -0.036099 -2.862125 1.636159 -0.012 0.047 0.156
C -0.937566 -3.465011 -1.913601 -0.022 0.029 -0.153
C -1.551450 -4.346378 -2.808271 -0.040 0.068 -0.008
C -1.463764 -4.156485 -4.157059 -0.081 -0.155 0.036
C -0.703952 -3.054526 -4.667377 0.048 0.116 0.170
C -0.555972 -2.830810 -6.036366 0.053 0.076 0.012
C 0.185440 -1.765247 -6.517427 -0.063 -0.067 -0.069
C 0.792787 -0.905597 -5.613573 0.031 0.009 0.032
C 0.670386 -1.113865 -4.251053 -0.081 -0.030 0.075
C -0.083472 -2.176114 -3.734193 0.099 0.136 -0.496
N -0.213086 -2.363515 -2.377714 -0.002 0.019 0.388
H -0.520742 -4.055146 3.354362 -0.025 0.041 0.015
H -2.076433 -5.518698 2.092851 0.023 -0.030 -0.014
H -2.319498 -5.285758 -0.327921 0.008 -0.016 0.026
H 0.595892 -2.190824 2.201310 -0.043 -0.089 -0.083
H -2.100985 -5.190199 -2.414220 -0.012 0.007 -0.003
H -1.945249 -4.834585 -4.849815 0.017 -0.008 0.001
H -1.039639 -3.514723 -6.724136 0.005 -0.016 0.003
H 0.289935 -1.610062 -7.583366 -0.004 0.017 0.007
H 1.373643 -0.063053 -5.966376 0.026 -0.006 -0.005
H 1.156285 -0.432590 -3.569532 0.052 -0.044 0.035
Te 3.021961 -0.109639 -1.112460 -0.041 0.056 -0.208
C 3.995662 -0.676448 -2.898735 -0.062 0.301 -0.056
C 4.861922 -1.688003 -3.196977 -0.186 -0.127 0.135
C 5.483725 -1.528003 -4.462655 0.097 -0.028 -0.119
C 5.091983 -0.394160 -5.102064 -0.091 0.160 0.002
S 3.964698 0.495321 -4.169773 0.134 -0.195 0.089
H 5.045547 -2.524115 -2.537358 0.016 0.010 0.011
H 6.202080 -2.223186 -4.872758 -0.032 -0.018 -0.005
H 5.395515 -0.020962 -6.067139 0.024 -0.089 -0.016
```
Positions in Å, forces in eV/Å.

Löwdin atomic charge list, values in e, 4 entries: 1.0162 0.3394 0.4384 -0.7062